(1)
C55H48BrCl2F3N4O2PSbSiSr as an isolated structure, computed with wB97M-V/def2-TZVPD.

Calculated values
- E_HOMO: -7.19 eV
- LUMO level: 0.019 eV
- Relative energy (zero: lowest compared OMol25 entry of this formula, charge and spin): 0.0 kJ/mol

Structure (ORCA input):
```
! RIJCOSX wB97M-V def2-TZVPD def2/J DEFGRID3
* xyz 0 1
Sr 0.09 0.69 -0.09
Br -6.12 7.76 -3.27
C -4.74 6.91 -4.26
C -3.47 6.83 -3.72
C -2.46 6.20 -4.43
C -2.74 5.67 -5.68
C -4.01 5.80 -6.24
C -5.02 6.40 -5.52
N -1.71 5.10 -6.51
N -1.02 4.15 -6.14
C -1.24 3.42 -4.94
C -2.48 2.98 -4.51
C -2.60 2.15 -3.40
C -1.51 1.69 -2.67
O -1.61 0.88 -1.67
C -0.20 2.17 -3.10
N 0.89 1.82 -2.36
C 2.08 2.20 -2.75
C 2.30 2.96 -3.92
C 1.23 3.35 -4.66
C -0.08 2.98 -4.25
H -3.27 7.25 -2.74
H -1.47 6.12 -4.00
H -4.18 5.41 -7.23
H -6.01 6.49 -5.94
H -3.38 3.27 -5.04
H -3.59 1.81 -3.09
H 2.91 1.92 -2.12
H 3.31 3.22 -4.20
H 1.35 3.95 -5.55
N 2.00 2.72 0.86
C 3.29 2.48 1.38
C 4.16 3.56 1.54
C 5.43 3.39 2.05
C 5.87 2.13 2.44
C 5.02 1.05 2.27
C 3.75 1.20 1.72
P 2.75 -0.28 1.39
C 3.85 -1.37 0.43
C 3.55 -2.73 0.36
C 4.25 -3.56 -0.50
C 5.25 -3.05 -1.30
C 5.55 -1.69 -1.25
C 4.86 -0.86 -0.38
C 2.52 -1.09 2.99
C 1.34 -0.74 3.67
C 1.07 -1.29 4.91
C 1.95 -2.20 5.48
C 3.11 -2.55 4.80
C 3.40 -1.99 3.57
H 1.88 3.70 0.65
H 1.22 2.44 1.48
H 3.82 4.55 1.28
H 6.08 4.25 2.17
H 6.86 1.99 2.86
H 5.36 0.06 2.54
H 2.75 -3.15 0.97
H 4.00 -4.62 -0.53
H 5.80 -3.70 -1.97
H 6.34 -1.28 -1.87
H 5.10 0.19 -0.34
H 0.65 -0.03 3.22
H 0.16 -1.02 5.43
H 1.74 -2.64 6.44
H 3.80 -3.26 5.25
H 4.30 -2.28 3.04
F -5.96 -4.55 4.58
C -5.00 -4.07 3.77
C -4.34 -4.95 2.93
C -3.36 -4.44 2.10
C -3.04 -3.09 2.10
C -3.72 -2.24 2.96
C -4.72 -2.72 3.80
Sb -1.55 -2.37 0.77
C -0.10 -3.89 1.16
C 0.46 -4.72 0.20
C 1.43 -5.65 0.53
C 1.85 -5.73 1.85
F 2.80 -6.62 2.18
C 1.33 -4.91 2.84
C 0.34 -4.00 2.48
C -2.41 -3.10 -1.03
C -2.43 -4.44 -1.40
C -3.03 -4.86 -2.58
C -3.60 -3.90 -3.39
F -4.18 -4.29 -4.55
C -3.60 -2.55 -3.07
C -2.99 -2.16 -1.88
H -4.60 -6.00 2.94
H -2.83 -5.13 1.44
H -3.50 -1.18 2.98
H -5.26 -2.07 4.47
H 0.17 -4.63 -0.84
H 1.87 -6.31 -0.21
H 1.68 -4.99 3.85
H -0.06 -3.36 3.26
H -2.00 -5.20 -0.75
H -3.06 -5.90 -2.87
H -4.05 -1.84 -3.74
H -2.94 -1.10 -1.66
Cl 0.94 -1.88 -1.83
C 2.06 -2.16 -3.19
Cl 1.92 -3.82 -3.77
H 3.06 -2.00 -2.82
H 1.79 -1.48 -3.99
C -2.19 4.06 2.30
Si -1.38 2.50 2.99
C -0.32 2.97 4.48
C -2.74 1.35 3.62
O -0.48 1.79 1.86
H -2.78 4.58 3.05
H -2.85 3.82 1.46
H -1.43 4.76 1.93
H -0.88 3.54 5.22
H 0.53 3.59 4.18
H 0.09 2.09 4.97
H -3.33 1.80 4.41
H -2.28 0.45 4.02
H -3.41 1.07 2.81
*
```

***

(2)
C55H48Cl2N6O2SbTm as an isolated structure in a non-equilibrium geometry, computed with wB97M-V/def2-TZVPD.

Calculated values
- Expectation value of S²: 2.002
- E_HOMO (alpha / beta): -12.75 / -12.75 eV
- LUMO level (alpha / beta): -6.835 / -6.825 eV
- Relative energy (zero: lowest compared OMol25 entry of this formula, charge and spin): 69.2 kJ/mol

Structure (ORCA input):
```
! RIJCOSX wB97M-V def2-TZVPD def2/J DEFGRID3
* xyz 2 3
Tm -0.43 0.50 0.78
C 2.38 -4.24 2.85
C 1.07 -4.39 2.12
C -0.09 -4.68 2.87
C -1.34 -4.86 2.25
C -2.56 -5.10 3.09
C -1.38 -4.92 0.84
C -0.23 -4.57 0.08
C -0.23 -4.59 -1.42
C 0.99 -4.36 0.73
H 2.72 -5.17 3.34
H 2.35 -3.42 3.59
H 3.21 -3.94 2.17
H -0.03 -4.70 3.97
H -3.12 -6.03 2.85
H -3.30 -4.29 3.05
H -2.23 -5.29 4.15
H -2.28 -5.27 0.37
H -1.14 -5.09 -1.77
H 0.64 -5.18 -1.76
H -0.17 -3.55 -1.82
H 1.93 -4.06 0.21
C -4.51 -1.71 0.21
C -3.15 -1.52 0.08
N -2.48 -0.90 1.07
C -3.13 -0.53 2.19
C -4.53 -0.61 2.20
N -5.23 -1.19 1.23
C -2.32 0.01 3.25
C -2.81 0.37 4.51
C -1.95 1.10 5.39
C -0.56 1.07 5.12
C -0.14 0.60 3.89
N -1.02 0.28 2.93
C 1.25 0.42 3.51
C 2.33 0.56 4.39
N 3.58 0.34 4.06
C 3.84 0.00 2.79
C 2.83 -0.18 1.89
N 1.54 0.00 2.21
C -2.42 2.04 6.39
C -3.59 1.92 7.17
C -3.99 3.02 7.92
N -3.19 4.06 8.13
C -2.06 4.16 7.48
C -1.64 3.17 6.60
H -5.08 -2.16 -0.60
H -2.60 -1.91 -0.81
H -5.14 -0.18 2.99
H -3.83 0.16 4.84
H 0.10 1.44 5.86
H 2.18 0.85 5.41
H 4.91 -0.13 2.53
H 3.06 -0.28 0.85
H -4.19 1.03 7.24
H -4.97 2.97 8.47
H -1.46 5.07 7.66
H -0.71 3.40 6.10
Cl -3.83 6.90 -0.96
C -3.17 5.34 -0.89
C -3.95 4.27 -1.36
C -3.52 2.96 -1.19
Cl -4.43 1.69 -1.95
C -2.30 2.73 -0.50
O -2.00 1.46 -0.22
C -1.45 3.81 -0.07
C -0.33 3.64 0.74
O 0.17 2.48 1.11
C -1.89 5.14 -0.40
H -4.89 4.54 -1.86
H 0.12 4.57 1.09
H -1.29 6.03 -0.19
C 1.70 -1.80 -5.83
C 0.36 -1.33 -5.38
C -0.79 -1.73 -6.13
C -2.07 -1.16 -5.87
C -2.20 -0.15 -4.90
C -1.06 0.19 -4.11
C 0.18 -0.38 -4.29
Sb 1.47 0.26 -2.52
C 3.19 -1.06 -2.65
C 2.91 -2.41 -2.41
C 3.96 -3.35 -2.38
C 5.29 -2.97 -2.56
C 5.58 -1.64 -2.77
C 4.55 -0.64 -2.81
C 4.93 0.78 -3.10
C 2.09 2.34 -3.15
C 2.49 3.14 -2.07
C 2.44 4.53 -2.13
C 2.06 5.16 -3.35
C 1.67 4.35 -4.43
C 1.76 2.95 -4.38
C 1.47 2.18 -5.61
H 1.82 -1.66 -6.93
H 1.82 -2.89 -5.69
H 2.56 -1.31 -5.37
H -0.62 -2.45 -6.96
H -2.89 -1.45 -6.52
H -3.15 0.36 -4.76
H -1.17 0.94 -3.33
H 1.87 -2.70 -2.34
H 3.67 -4.40 -2.24
H 6.05 -3.73 -2.53
H 6.60 -1.31 -2.88
H 6.03 0.86 -3.31
H 4.81 1.52 -2.28
H 4.52 1.15 -4.04
H 2.80 2.66 -1.15
H 2.75 5.11 -1.28
H 2.09 6.24 -3.49
H 1.40 4.75 -5.39
H 1.67 2.81 -6.48
H 0.38 1.88 -5.58
H 2.12 1.26 -5.67
*
```

***

(3)
C55H48Cl2N6O2SbTm as an isolated structure in a non-equilibrium geometry, computed with wB97M-V/def2-TZVPD.

Calculated values
- Expectation value of S²: 2.002
- E_HOMO (alpha / beta): -12.78 / -12.78 eV
- LUMO level (alpha / beta): -6.801 / -6.811 eV
- Relative energy (zero: lowest compared OMol25 entry of this formula, charge and spin): 0.0 kJ/mol

Structure (ORCA input):
```
! RIJCOSX wB97M-V def2-TZVPD def2/J DEFGRID3
* xyz 2 3
Tm -0.63 0.75 0.84
C -4.07 0.71 -1.63
C -3.27 1.97 -1.69
C -2.91 2.70 -0.54
C -2.30 3.94 -0.63
C -1.97 4.83 0.52
C -1.93 4.37 -1.92
C -2.17 3.65 -3.09
C -1.73 4.10 -4.45
C -2.82 2.42 -2.92
H -5.11 0.84 -1.29
H -3.59 -0.04 -0.97
H -4.10 0.28 -2.65
H -3.16 2.28 0.46
H -2.28 5.88 0.28
H -0.88 4.87 0.67
H -2.48 4.54 1.45
H -1.39 5.30 -2.06
H -0.64 4.16 -4.51
H -2.13 5.12 -4.66
H -2.08 3.40 -5.19
H -2.90 1.71 -3.73
C 0.32 -1.99 4.35
C -0.11 -1.61 3.11
N 0.31 -0.45 2.60
C 1.26 0.29 3.26
C 1.52 -0.04 4.60
N 1.14 -1.22 5.06
C 1.89 1.38 2.49
C 2.68 2.42 3.01
C 3.06 3.48 2.16
C 2.88 3.37 0.74
C 2.12 2.29 0.31
N 1.55 1.43 1.18
C 1.73 2.17 -1.10
C 2.56 2.67 -2.13
N 2.31 2.41 -3.42
C 1.23 1.73 -3.74
C 0.37 1.27 -2.74
N 0.60 1.46 -1.43
C 3.65 4.69 2.79
C 3.51 4.91 4.16
C 3.83 6.18 4.67
N 4.25 7.18 3.88
C 4.48 6.94 2.59
C 4.17 5.74 1.99
H 0.05 -2.92 4.84
H -0.74 -2.25 2.50
H 2.03 0.63 5.27
H 3.08 2.34 4.06
H 3.24 4.12 0.06
H 3.46 3.21 -1.86
H 1.07 1.57 -4.81
H -0.58 0.82 -3.00
H 3.04 4.16 4.82
H 3.76 6.43 5.75
H 4.96 7.75 2.06
H 4.35 5.61 0.94
Cl -5.31 -0.74 6.35
C -4.53 -0.52 4.82
C -4.68 -1.53 3.83
C -4.08 -1.37 2.60
Cl -4.50 -2.53 1.42
C -3.14 -0.34 2.34
O -2.41 -0.36 1.26
C -2.95 0.68 3.39
C -2.08 1.77 3.26
O -1.33 2.07 2.23
C -3.68 0.55 4.62
H -5.31 -2.40 4.01
H -2.06 2.44 4.13
H -3.64 1.37 5.35
C 1.03 -5.30 -3.19
C 0.24 -4.13 -3.79
C 0.08 -4.09 -5.18
C -0.86 -3.25 -5.79
C -1.48 -2.25 -4.98
C -1.18 -2.20 -3.62
C -0.29 -3.10 -3.04
Sb 0.32 -2.54 -0.97
C -0.82 -4.22 -0.08
C -0.08 -4.89 0.89
C -0.51 -6.07 1.50
C -1.74 -6.60 1.13
C -2.55 -5.89 0.23
C -2.10 -4.71 -0.41
C -3.01 -4.09 -1.47
C 2.57 -2.55 -1.28
C 3.01 -2.32 -2.57
C 4.22 -1.66 -2.85
C 4.96 -1.15 -1.78
C 4.55 -1.40 -0.49
C 3.37 -2.16 -0.22
C 3.13 -2.49 1.24
H 0.75 -6.21 -3.74
H 0.82 -5.41 -2.10
H 2.09 -5.15 -3.28
H 0.66 -4.81 -5.76
H -1.11 -3.34 -6.83
H -2.24 -1.63 -5.41
H -1.62 -1.39 -3.00
H 0.89 -4.48 1.24
H 0.12 -6.52 2.27
H -2.11 -7.54 1.56
H -3.55 -6.23 0.02
H -4.06 -4.36 -1.31
H -2.66 -4.41 -2.45
H -2.94 -2.98 -1.43
H 2.39 -2.61 -3.41
H 4.57 -1.59 -3.87
H 5.88 -0.59 -1.91
H 5.18 -1.10 0.35
H 3.55 -1.67 1.86
H 3.66 -3.38 1.57
H 2.09 -2.58 1.50
*
```

***

(4)
A 3-piece molecular cluster, C55H48F4N2O7Si overall in a non-equilibrium geometry, computed with wB97M-V/def2-TZVPD.

Calculated values
- E_HOMO: -8.82 eV
- LUMO level: -2.369 eV

Structure (ORCA input):
```
! RIJCOSX wB97M-V def2-TZVPD def2/J DEFGRID3
* xyz 0 1
C -3.47 1.25 5.91
C -3.32 0.97 4.29
C -4.83 0.62 3.65
F -5.58 1.93 3.74
C -4.70 0.05 2.12
C -4.30 1.14 0.92
F -4.06 2.58 1.30
C -4.13 0.69 -0.68
C -3.70 1.81 -1.80
F -4.09 1.45 -3.21
F -4.28 3.17 -1.57
C -2.03 1.82 -1.82
C -1.36 3.01 -0.91
Si 0.04 2.45 0.28
C 1.82 2.95 -0.34
C -0.22 3.44 1.96
C 0.10 0.56 0.63
C -0.43 0.02 2.13
C -0.40 -1.55 2.60
C 0.15 -2.69 1.56
C 0.69 -2.21 0.08
C 0.66 -0.60 -0.38
C -4.41 -0.92 -1.03
N -4.31 -1.47 -2.43
C -4.80 -2.01 0.18
C -4.93 -1.56 1.78
C -5.27 -2.73 2.89
O -4.98 -2.67 4.21
C -5.98 -4.15 2.39
C -6.76 -5.12 3.52
C -6.03 -6.62 3.50
O -6.70 -7.57 4.44
C -4.45 -6.58 3.96
N -3.46 -6.56 2.79
C -5.89 -4.58 0.97
C -5.07 -3.63 -0.13
O -4.63 -4.27 -1.23
H -2.83 2.19 6.26
H -3.22 0.31 6.57
H -4.61 1.49 6.11
H -2.83 1.91 3.73
H -2.62 0.04 4.07
H -5.36 -0.09 4.41
H -1.72 1.97 -2.95
H -1.71 0.74 -1.49
H -0.86 3.77 -1.69
H -2.12 3.65 -0.29
H 1.98 4.09 -0.12
H 2.02 2.63 -1.44
H 2.57 2.35 0.34
H -1.35 3.76 1.99
H 0.08 2.81 2.90
H 0.45 4.42 1.86
H -0.82 0.81 2.93
H -0.75 -1.90 3.67
H 0.19 -3.82 1.86
H 1.10 -3.07 -0.63
H 1.08 -0.31 -1.44
H -3.62 -2.24 -2.53
H -5.26 -1.74 -2.82
H -6.58 -4.70 4.62
H -7.92 -5.17 3.34
H -6.16 -7.03 2.39
H -7.64 -7.24 4.56
H -4.24 -7.60 4.53
H -4.19 -5.72 4.72
H -3.98 -6.39 1.90
H -2.71 -5.85 2.94
H -6.37 -5.60 0.66
O 1.11 4.22 -4.19
C 1.54 4.37 -5.33
C 2.65 5.31 -5.60
C 3.22 6.02 -4.54
C 4.30 6.88 -4.78
C 4.80 7.03 -6.07
C 4.22 6.33 -7.13
C 3.14 5.48 -6.89
C 2.52 4.75 -8.02
O 2.91 4.94 -9.17
C 1.42 3.80 -7.75
C 0.85 3.08 -8.82
C -0.16 2.15 -8.57
C -0.60 1.94 -7.26
C -0.04 2.66 -6.21
C 0.97 3.60 -6.45
H 2.84 5.91 -3.53
H 4.74 7.43 -3.95
H 5.64 7.69 -6.25
H 4.61 6.46 -8.14
H 1.20 3.25 -9.84
H -0.60 1.60 -9.39
H -1.38 1.20 -7.07
H -0.39 2.48 -5.19
O 4.75 -3.62 1.73
C 5.54 -2.71 1.94
C 5.06 -1.34 2.20
C 3.68 -1.09 2.23
C 3.22 0.20 2.52
C 4.13 1.23 2.77
C 5.50 0.98 2.73
C 5.97 -0.31 2.44
C 7.42 -0.56 2.37
O 8.22 0.36 2.52
C 7.90 -1.93 2.13
C 9.28 -2.19 2.10
C 9.75 -3.49 1.91
C 8.84 -4.54 1.74
C 7.47 -4.28 1.75
C 7.00 -2.98 1.94
H 2.97 -1.89 2.03
H 2.15 0.40 2.54
H 3.76 2.23 3.01
H 6.20 1.79 2.93
H 9.99 -1.38 2.24
H 10.81 -3.69 1.89
H 9.20 -5.56 1.60
H 6.77 -5.11 1.62
*
```

***

no.,E (eV)
1,-195653.824
2,-131949.520
3,-131950.237
4,-93850.340